{"formula": "C11H20N2O5", "method": "the ωB97M-V functional and the def2-TZVPD basis", "smiles": "CC[C@H](C)[C@H](NC(=O)[C@@H](N)CCC(=O)O)C(=O)O", "e_homo_ev": -9.438, "de_lowest_kj_mol": 56.05, "lumo_energy_ev": 0.5, "symbols": ["C", "C", "C", "C", "C", "N", "C", "O", "C", "N", "C", "C", "C", "O", "O", "C", "O", "O", "H", "H", "H", "H", "H", "H", "H", "H", "H", "H", "H", "H", "H", "H", "H", "H", "H", "H", "H", "H"], "xyz": [[-1.173570, 4.442907, 2.590235], [-0.457357, 3.109558, 2.823997], [-0.585543, 2.296304, 1.512745], [-2.107187, 1.864381, 1.202018], [0.423034, 1.081369, 1.594554], [0.745688, 0.414976, 0.323670], [0.057008, -0.545681, -0.328526], [-0.984833, -0.966151, 0.085693], [0.710668, -0.980020, -1.628809], [2.135919, -0.733817, -1.609350], [0.301598, -2.480615, -1.955567], [0.493012, -2.830324, -3.460793], [0.531670, -4.302274, -3.612403], [0.350567, -5.139085, -2.779408], [0.573330, -4.669243, -4.916305], [-0.003028, -0.023902, 2.605844], [-1.076435, -0.175783, 3.127009], [1.104041, -0.774414, 2.889290], [-0.918231, 4.767658, 1.583052], [-2.264904, 4.394504, 2.698506], [-0.779761, 5.226231, 3.249994], [0.614409, 3.296646, 3.028424], [-0.808143, 2.592067, 3.749660], [-0.239815, 2.917932, 0.663878], [-2.499393, 1.204040, 1.985576], [-2.700466, 2.786842, 1.059971], [-2.048413, 1.272235, 0.274582], [1.357624, 1.494443, 1.989137], [1.537079, 0.788880, -0.213092], [0.240810, -0.345835, -2.388842], [2.463305, -0.786251, -2.584408], [2.624901, -1.439323, -1.096787], [0.899744, -3.178373, -1.389706], [-0.768950, -2.634314, -1.708005], [1.387769, -2.434771, -3.870510], [-0.311923, -2.504929, -4.123184], [0.309914, -5.584834, -4.967491], [0.865862, -1.421034, 3.595350]], "forces_ev_per_a": [[0.4, 0.4, 0.5], [0.0, 0.1, -0.1], [-0.7, -1.7, 0.6], [1.9, 0.3, -0.2], [-1.3, -0.3, -0.3], [1.3, 1.4, -0.3], [0.8, 0.9, 0.4], [-1.5, -1.1, 0.3], [-0.9, -1.8, -0.2], [0.1, 0.6, -1.7], [-0.7, 1.4, -1.0], [-0.5, 0.0, 1.5], [-1.1, -1.0, -1.1], [0.3, -0.2, 1.0], [0.4, 1.0, -0.5], [0.1, 0.4, 0.1], [0.9, 0.0, -0.1], [-0.7, -0.4, 0.6], [-0.2, 0.2, -0.1], [0.4, -0.1, 0.0], [-0.3, -0.2, 0.1], [-0.3, 0.1, -0.2], [-0.1, 0.1, -0.9], [-0.1, -0.2, 0.4], [0.1, 0.5, -0.2], [0.1, -0.6, 0.0], [-0.4, 0.3, 0.3], [0.0, -0.2, -0.2], [-0.4, -0.4, 0.6], [0.2, 0.0, -0.1], [0.1, 0.1, 0.7], [0.2, -0.5, 0.4], [0.1, -0.1, 0.4], [0.7, 0.1, 0.1], [1.0, 0.5, -0.4], [-0.1, 0.2, 0.2], [0.1, -0.7, 0.1], [0.0, 0.5, -0.7]], "nbo_charge": [-0.6062, -0.4140, -0.1943, -0.6269, -0.1409, -0.6253, 0.6658, -0.6169, -0.1286, -0.8391, -0.4073, -0.5228, 0.7947, -0.5843, -0.6959, 0.8078, -0.5708, -0.6987, 0.1974, 0.2117, 0.2094, 0.1911, 0.2186, 0.1991, 0.2425, 0.2031, 0.2214, 0.2248, 0.4222, 0.2084, 0.3633, 0.3667, 0.2202, 0.2475, 0.2217, 0.2437, 0.4938, 0.4971]}


{"formula": "C53H48Cl5CsN2O4S3Si", "method": "the ωB97M-V functional and the def2-TZVPD basis", "e_homo_ev": -0.817, "lumo_energy_ev": 3.3, "charge": -2, "symbols": ["Cs", "C", "C", "C", "C", "C", "C", "C", "S", "O", "C", "C", "C", "C", "C", "C", "C", "C", "C", "C", "C", "C", "C", "C", "C", "C", "C", "C", "C", "C", "S", "O", "C", "C", "C", "C", "C", "C", "C", "H", "H", "H", "H", "H", "H", "H", "H", "H", "H", "H", "H", "H", "H", "H", "H", "H", "H", "H", "H", "H", "H", "H", "H", "H", "H", "Cl", "Si", "Cl", "Cl", "Cl", "C", "C", "C", "C", "C", "C", "C", "O", "O", "H", "H", "H", "H", "Cl", "C", "C", "C", "C", "C", "C", "C", "H", "H", "H", "H", "H", "H", "C", "N", "C", "C", "S", "N", "C", "C", "H", "H", "H", "H", "H", "H", "H", "H", "H", "H", "H", "H"], "xyz": [[-0.793999, -0.742567, -0.023256], [-9.153061, 1.034798, -1.870932], [-7.651369, 0.977096, -1.775749], [-6.881856, 2.129335, -1.906112], [-5.500636, 2.079758, -1.788207], [-4.889030, 0.863941, -1.545501], [-5.630881, -0.293433, -1.382693], [-7.009240, -0.230452, -1.512331], [-3.102891, 0.804934, -1.376642], [-2.670804, 2.114646, -0.838429], [-2.808179, 0.939113, -3.184317], [-3.232890, -0.169434, -3.951412], [-2.946095, -0.253393, -5.278135], [-2.205043, 0.771899, -5.917049], [-1.876522, 0.703293, -7.292545], [-1.143468, 1.688562, -7.890452], [-0.701539, 2.792648, -7.131456], [-1.001644, 2.883135, -5.802328], [-1.765574, 1.878173, -5.153992], [-2.069012, 1.940859, -3.756690], [-1.529686, 3.102673, -2.983728], [-2.218766, 4.349893, -3.026094], [-3.408999, 4.515898, -3.779703], [-4.070246, 5.710452, -3.794514], [-3.579154, 6.806774, -3.052356], [-2.438590, 6.674438, -2.314978], [-1.728442, 5.448395, -2.281264], [-0.567076, 5.291433, -1.486643], [0.084899, 4.096501, -1.453860], [-0.385953, 3.021020, -2.237640], [0.579803, 1.524896, -2.004273], [-0.251303, 0.304033, -2.222851], [1.569505, 1.681230, -3.497705], [1.340951, 0.797858, -4.534602], [2.087872, 0.915810, -5.699199], [3.061270, 1.896962, -5.828961], [3.872715, 2.020533, -7.090534], [3.289295, 2.759905, -4.756296], [2.555721, 2.653866, -3.588167], [-9.484842, 1.987935, -2.283628], [-9.610207, 0.920513, -0.885336], [-9.539602, 0.235032, -2.504958], [-7.369989, 3.079924, -2.093157], [-4.895003, 2.975689, -1.858956], [-5.136527, -1.219298, -1.112687], [-7.598096, -1.131249, -1.377389], [-3.779097, -0.967292, -3.460393], [-3.265262, -1.111597, -5.858117], [-2.216016, -0.154768, -7.861779], [-0.896212, 1.622584, -8.943000], [-0.107936, 3.566567, -7.602238], [-0.637903, 3.721979, -5.222763], [-3.797607, 3.673912, -4.338552], [-4.981553, 5.814422, -4.370314], [-4.116123, 7.747313, -3.061260], [-2.060253, 7.504509, -1.729775], [-0.227177, 6.116767, -0.873193], [0.927386, 3.936815, -0.786730], [0.583377, 0.033133, -4.419303], [1.900199, 0.234630, -6.521256], [3.448674, 1.411231, -7.888416], [4.902087, 1.693032, -6.929342], [3.908076, 3.055828, -7.434502], [4.059028, 3.519585, -4.835997], [2.745145, 3.319170, -2.753930], [-2.307302, -6.004027, 0.958385], [-2.020881, -4.020502, 0.079465], [-4.068018, -3.308559, 0.282840], [-1.210739, -3.024923, 1.885632], [-5.200108, 1.620252, 7.343602], [-4.550045, 1.297689, 5.744025], [-5.336754, 0.626638, 4.823706], [-4.820838, 0.382697, 3.558820], [-3.536436, 0.792599, 3.229064], [-2.759888, 1.450188, 4.176141], [-3.266249, 1.715856, 5.440489], [-2.957149, 0.513061, 1.852050], [-3.769871, 0.185683, 0.951975], [-1.720056, 0.601763, 1.734900], [-6.331596, 0.301001, 5.097150], [-5.404803, -0.131080, 2.806426], [-1.746680, 1.732321, 3.915702], [-2.669096, 2.229898, 6.181865], [2.695203, 4.798039, 2.229847], [2.097647, 3.295826, 2.939138], [1.554189, 3.355482, 4.201030], [1.057235, 2.214388, 4.827585], [1.116396, 1.009695, 4.110818], [1.653065, 0.955712, 2.851995], [2.209576, 2.096875, 2.165185], [2.791687, 1.995074, 0.917187], [1.514177, 4.316444, 4.702064], [0.625171, 2.266462, 5.818152], [0.704935, 0.104510, 4.547209], [1.676876, 0.022081, 2.297026], [2.795909, 1.039342, 0.406968], [3.206290, 2.852730, 0.405022], [4.975566, -0.281087, -0.211502], [4.361564, -0.963349, 0.919568], [4.682518, -0.322611, 2.189930], [3.794922, -2.187843, 0.696181], [4.200748, -2.990223, -0.751519], [2.921083, -2.796761, 1.540505], [2.461309, -2.452394, 2.885387], [2.236489, -4.006804, 1.089990], [4.896405, 0.789811, -0.026721], [4.449628, -0.524174, -1.128329], [6.025857, -0.568140, -0.336516], [5.436485, 0.433488, 1.982005], [5.121659, -1.036076, 2.891292], [3.837446, 0.196606, 2.642597], [3.002888, -1.654271, 3.347775], [2.561822, -3.342550, 3.512618], [1.403127, -2.183471, 2.858893], [2.049311, -3.954473, 0.022923], [1.287298, -4.043134, 1.620754], [2.824325, -4.904206, 1.302618]], "forces_ev_per_a": [[1.4, -2.0, 0.1], [0.0, 0.0, 0.0], [0.0, 0.0, 0.0], [0.0, 0.0, 0.0], [0.0, 0.0, 0.0], [0.0, 0.0, 0.1], [0.0, 0.0, 0.0], [0.0, 0.0, 0.0], [-0.7, 0.6, -0.9], [0.0, -0.1, 0.1], [0.0, 0.0, 0.1], [0.0, 0.0, 0.0], [0.0, 0.0, 0.0], [0.0, 0.0, 0.0], [0.0, 0.0, 0.0], [0.0, 0.0, 0.0], [0.0, 0.0, 0.0], [0.0, 0.0, 0.0], [0.0, 0.0, 0.0], [0.0, 0.0, 0.0], [0.0, 0.0, 0.0], [0.0, 0.0, 0.0], [0.0, 0.0, 0.0], [0.0, 0.0, 0.0], [0.0, 0.0, 0.0], [0.0, 0.0, 0.0], [0.0, 0.0, 0.0], [0.0, 0.0, 0.0], [0.0, 0.0, 0.0], [0.0, 0.0, 0.0], [0.3, 0.2, -0.3], [0.4, 0.9, -1.8], [0.0, 0.0, 0.0], [0.0, 0.0, 0.0], [0.0, 0.0, 0.0], [0.0, 0.0, 0.0], [0.0, 0.0, 0.0], [0.0, 0.0, 0.0], [0.0, 0.0, 0.0], [0.0, 0.0, 0.0], [0.0, 0.0, 0.0], [0.0, 0.0, 0.0], [0.0, 0.0, 0.0], [0.0, 0.0, 0.0], [0.0, 0.0, 0.0], [0.0, 0.0, 0.0], [0.0, 0.0, 0.0], [0.0, 0.0, 0.0], [0.0, 0.0, 0.0], [0.0, 0.0, 0.0], [0.0, 0.0, 0.0], [0.0, 0.0, 0.0], [0.0, 0.0, 0.0], [0.0, 0.0, 0.0], [0.0, 0.0, 0.0], [0.0, 0.0, 0.0], [0.0, 0.0, 0.0], [0.0, 0.0, 0.0], [0.0, 0.0, 0.0], [0.0, 0.0, 0.0], [0.0, 0.0, 0.0], [0.0, 0.0, 0.0], [0.0, 0.0, 0.0], [0.0, 0.0, 0.0], [0.0, 0.0, 0.0], [0.0, 0.0, 0.0], [0.0, -0.3, -0.1], [-0.1, 0.0, 0.0], [-0.3, -0.9, 0.8], [0.0, 0.0, 0.0], [0.0, 0.0, 0.0], [0.0, 0.0, 0.0], [0.0, 0.1, 0.0], [0.1, 0.0, 0.0], [0.0, 0.0, 0.0], [0.0, 0.0, 0.0], [-0.3, -0.1, 0.2], [-0.1, 0.0, 0.1], [-0.8, 1.5, 1.7], [0.0, 0.0, 0.0], [0.0, 0.0, 0.0], [0.0, 0.0, 0.0], [0.0, 0.0, 0.0], [0.0, 0.0, 0.0], [0.0, 0.0, 0.0], [0.0, 0.0, 0.0], [0.0, -0.1, 0.0], [-0.1, 0.1, 0.1], [0.1, 0.1, -0.2], [0.0, 0.1, -0.1], [-0.1, 0.1, 0.0], [0.0, 0.0, 0.0], [0.0, 0.0, 0.0], [0.0, 0.0, 0.0], [-0.2, 0.0, 0.1], [-0.1, 0.1, 0.0], [0.0, 0.0, 0.0], [0.1, 0.1, -0.1], [-0.2, -0.2, -0.1], [-0.1, -0.2, 0.3], [0.1, 0.1, 0.0], [0.1, -0.2, -0.2], [0.1, 0.1, 0.0], [0.0, 0.0, -0.1], [-0.1, 0.0, 0.0], [0.0, 0.0, 0.1], [0.0, 0.0, 0.0], [0.0, 0.0, 0.0], [0.0, 0.0, 0.0], [-0.1, -0.1, 0.0], [0.0, -0.1, 0.0], [0.3, 0.4, 0.1], [0.0, 0.0, 0.0], [0.0, 0.0, 0.0], [0.0, -0.1, 0.0], [0.0, -0.1, 0.0], [0.0, 0.0, 0.0]], "lowdin_charge": [1.1990, -0.0651, -0.2823, -0.0409, -0.0450, -0.3514, -0.0698, -0.0333, 0.9033, -0.4267, -0.2626, -0.0434, -0.0158, -0.1613, -0.0435, -0.0973, -0.0857, -0.0157, -0.1084, -0.1282, -0.1421, -0.1030, -0.0204, -0.0842, -0.0934, -0.0384, -0.1460, -0.0058, -0.0483, -0.2953, 1.0142, -0.8216, -0.3384, -0.0545, -0.0353, -0.2795, -0.0594, -0.0424, -0.0586, 0.0665, 0.0783, 0.0724, 0.1045, 0.1075, 0.0563, 0.1136, 0.1167, 0.1123, 0.1065, 0.0933, 0.0990, 0.1223, 0.1201, 0.0966, 0.0940, 0.1084, 0.1161, 0.1044, 0.1153, 0.1128, 0.0696, 0.0786, 0.0739, 0.1113, 0.1142, -0.0830, -0.4430, 0.0073, -0.0898, 0.5880, -0.6734, -0.1181, -0.0127, -0.1059, 0.0007, -0.1059, -0.6761, -0.1226, -0.3678, 0.0932, 0.1162, 0.1072, 0.0973, 0.5679, -0.6169, -0.1735, -0.1642, -0.1319, -0.1134, -0.3871, -0.1046, 0.0830, 0.0698, 0.0992, 0.0740, 0.0141, -0.0075, -0.1567, -0.1977, -0.0619, -0.7244, 0.5920, -0.1804, -0.0537, -0.1331, 0.0620, 0.0326, 0.0799, 0.0862, 0.0888, 0.0513, 0.0550, 0.0953, 0.0568, 0.0317, 0.0303, 0.0875]}